w:
Molecular formula: C6H7I
Method: DFT, wB97M-V/def2-TZVPD

```
14
Properties=species:S:1:pos:R:3:nbo_charge:R:1
C 0.064 -0.209 -1.133 -0.2182
C -0.503 1.082 -1.456 -0.3515
C 0.274 -0.500 0.166 -0.0238
C -0.872 1.833 -0.434 -0.2011
C 0.003 0.546 1.147 -0.3298
C 0.666 -1.867 0.649 -0.6338
I -1.557 3.742 -0.139 0.2179
H 0.254 -0.918 -1.924 0.2088
H -0.674 1.335 -2.494 0.2239
H -0.717 0.374 1.928 0.2168
H 0.797 1.240 1.381 0.2279
H -0.220 -2.502 0.711 0.2237
H 1.119 -1.819 1.638 0.2143
H 1.367 -2.337 -0.039 0.2249
```

**Charge**: 0
**LUMO energy**: 0.46 eV
**HOMO energy**: -8.1 eV
**Orbital gap**: 0.3137 hartree
**Spin multiplicity**: 1

---

x:
Molecular formula: C6H7I
Method: DFT, wB97M-V/def2-TZVPD

```
14
Properties=species:S:1:pos:R:3:nbo_charge:R:1
C 0.907 0.195 -0.051 -0.3103
C -0.361 0.872 -0.098 -0.1377
C 0.639 -1.070 -0.073 0.2147
C -1.236 -0.139 -0.186 -0.2268
C -0.618 2.340 0.072 -0.6516
C 0.945 -2.529 0.004 -0.7161
I -3.280 -0.342 -0.096 0.1878
H 1.948 0.602 0.035 0.2166
H -0.228 3.053 -0.873 0.2081
H 0.019 2.768 0.781 0.2190
H -1.646 2.751 0.268 0.2400
H 1.467 -2.613 1.020 0.2448
H 1.509 -2.790 -0.929 0.2496
H -0.067 -3.099 0.126 0.2620
```

**Charge**: 0
**LUMO energy**: 0.40 eV
**HOMO energy**: -7.8 eV
**Orbital gap**: 0.3016 hartree
**Spin multiplicity**: 1

---

Energy comparison, zero being the most stable, in hartree: w 0.0000; x 0.0810.